1.
{"formula": "C43H44BrN2P2RbS4Te", "method": "ωB97M-V/def2-TZVPD", "symbols": ["Rb", "C", "C", "S", "C", "C", "S", "C", "C", "S", "C", "C", "S", "H", "H", "H", "H", "H", "H", "H", "H", "H", "H", "H", "H", "H", "H", "H", "H", "Te", "C", "C", "C", "N", "C", "C", "C", "P", "C", "C", "C", "C", "C", "C", "C", "C", "C", "C", "C", "C", "P", "C", "C", "C", "C", "C", "C", "C", "C", "C", "C", "C", "C", "H", "H", "H", "H", "H", "H", "H", "H", "H", "H", "H", "H", "H", "H", "H", "H", "H", "H", "H", "H", "H", "H", "H", "H", "Br", "C", "C", "C", "N", "C", "C", "H", "H", "H", "H"], "positions_angstrom": [[0.20478, -1.60455, 0.74353], [0.44971, -5.14995, 3.80987], [1.79435, -5.28338, 3.09803], [1.98807, -4.42203, 1.51872], [1.33062, -5.57002, 0.28968], [-0.14393, -5.95345, 0.36538], [-1.28959, -4.57303, 0.06505], [-2.52811, -4.91571, 1.34531], [-3.48888, -3.75249, 1.55732], [-2.82488, -2.21968, 2.25049], [-2.73562, -2.56172, 4.02465], [-1.77643, -3.65034, 4.50080], [-0.10962, -3.42927, 3.82739], [0.55943, -5.51731, 4.83212], [-0.31366, -5.75867, 3.32412], [2.04120, -6.33906, 2.96801], [2.57684, -4.85464, 3.72639], [1.93067, -6.48274, 0.31178], [1.54711, -5.07623, -0.66099], [-0.37869, -6.38548, 1.33712], [-0.32860, -6.72986, -0.37910], [-1.99674, -5.15245, 2.26351], [-3.10861, -5.79213, 1.04970], [-4.31825, -4.08426, 2.18692], [-3.91995, -3.45126, 0.59975], [-3.73784, -2.78591, 4.39570], [-2.44890, -1.59841, 4.45156], [-2.14306, -4.63335, 4.20284], [-1.74649, -3.63640, 5.59177], [-2.49035, 3.34443, -0.74990], [-1.42366, 4.96004, -1.60340], [-2.02591, 6.20461, -1.75810], [-1.30812, 7.23222, -2.34944], [-0.05774, 7.11079, -2.79160], [0.50744, 5.91431, -2.64208], [-0.12223, 4.82371, -2.06316], [-0.91312, 2.04947, -0.39625], [-0.43298, 1.74430, 1.31355], [1.41007, 1.49738, 1.22305], [2.20151, 1.93713, 0.16405], [3.57085, 1.71326, 0.15617], [4.17633, 1.04393, 1.21421], [3.40242, 0.59932, 2.27784], [2.03028, 0.81754, 2.27077], [-0.44208, 3.41318, 2.07980], [0.18560, 4.50032, 1.47642], [0.13568, 5.75499, 2.05724], [-0.54149, 5.93805, 3.25860], [-1.16444, 4.86230, 3.87072], [-1.11450, 3.60465, 3.27971], [-0.58298, 0.71809, -1.47964], [-0.30394, 1.45077, -3.13442], [-1.32665, 1.86258, -3.98540], [-1.03617, 2.52822, -5.16797], [0.28074, 2.78758, -5.52171], [1.31123, 2.37109, -4.68941], [1.01542, 1.70645, -3.50913], [-2.11133, -0.27050, -1.76597], [-2.20038, -1.17411, -2.83004], [-3.28294, -2.03000, -2.95011], [-4.29925, -2.00990, -2.00070], [-4.21710, -1.12996, -0.93199], [-3.12895, -0.27189, -0.81394], [-3.03753, 6.38816, -1.41560], [-1.76252, 8.21066, -2.46933], [1.52387, 5.81528, -3.01127], [0.38846, 3.87382, -1.97149], [1.72789, 2.46218, -0.65804], [4.16989, 2.06678, -0.67530], [5.24577, 0.87257, 1.20837], [3.86442, 0.08278, 3.11052], [1.42303, 0.46884, 3.10301], [0.69937, 4.36301, 0.53320], [0.61669, 6.59340, 1.56897], [-0.58459, 6.92053, 3.71158], [-1.69698, 5.00060, 4.80332], [-1.61512, 2.76420, 3.74726], [-2.35789, 1.67722, -3.71142], [-1.84325, 2.85728, -5.81027], [0.50259, 3.31561, -6.44006], [2.34167, 2.57122, -4.95744], [1.81799, 1.40164, -2.84478], [-1.41645, -1.19319, -3.58024], [-3.34176, -2.71326, -3.78852], [-5.15086, -2.67156, -2.10218], [-5.00370, -1.09867, -0.18685], [-3.06527, 0.40962, 0.02820], [6.51437, -0.11042, -2.94104], [5.02882, -0.89689, -2.08416], [5.20895, -1.65170, -0.93948], [4.07988, -2.18509, -0.33868], [2.84247, -2.01267, -0.79897], [2.69836, -1.28064, -1.90461], [3.75686, -0.70524, -2.59059], [6.19107, -1.81535, -0.52070], [4.17781, -2.78095, 0.56170], [1.68553, -1.11947, -2.25745], [3.58397, -0.12087, -3.48280]], "forces_ev_per_a": [[0.069, 0.015, 0.141], [-0.019, -0.022, -0.001], [0.028, -0.022, 0.036], [0.011, 0.033, -0.007], [0.001, -0.083, -0.036], [-0.025, -0.004, -0.020], [0.033, 0.007, -0.001], [0.023, -0.039, 0.013], [-0.083, 0.024, -0.001], [-0.028, 0.018, -0.080], [0.026, 0.020, 0.002], [-0.036, -0.027, 0.018], [0.000, 0.033, 0.032], [0.001, 0.008, -0.001], [0.011, 0.005, -0.010], [-0.010, 0.002, -0.014], [-0.007, 0.009, -0.005], [-0.008, 0.000, 0.008], [-0.001, 0.008, 0.011], [0.004, 0.008, 0.009], [-0.005, 0.007, -0.001], [0.000, 0.010, -0.002], [0.011, -0.007, -0.010], [0.012, -0.004, 0.003], [0.001, 0.004, 0.006], [0.004, -0.004, -0.005], [0.001, 0.005, -0.011], [0.020, -0.004, -0.006], [0.009, 0.004, -0.006], [0.033, -0.016, -0.004], [-0.019, 0.062, -0.022], [-0.012, -0.024, 0.013], [-0.005, 0.015, 0.004], [0.010, 0.019, -0.012], [0.007, -0.041, 0.003], [-0.005, -0.007, 0.003], [-0.028, 0.033, 0.018], [0.029, -0.045, -0.005], [0.053, 0.016, -0.056], [0.001, 0.009, 0.006], [-0.003, -0.032, 0.050], [-0.016, 0.005, -0.012], [0.020, -0.009, -0.065], [-0.050, 0.025, 0.030], [-0.039, -0.023, 0.021], [0.022, -0.008, -0.027], [-0.006, 0.008, 0.015], [0.002, -0.004, -0.005], [0.008, 0.003, -0.005], [-0.015, -0.007, 0.020], [0.004, 0.076, -0.079], [0.016, -0.002, 0.004], [-0.051, -0.006, 0.017], [0.020, 0.008, -0.015], [0.001, -0.009, 0.016], [-0.012, 0.022, -0.038], [0.019, -0.019, 0.041], [-0.021, -0.072, 0.050], [-0.003, 0.034, 0.018], [-0.012, -0.015, -0.019], [-0.010, -0.001, 0.004], [0.007, 0.004, 0.006], [0.004, -0.014, -0.014], [-0.008, -0.003, 0.003], [-0.007, 0.001, -0.001], [0.005, 0.013, -0.002], [0.016, -0.020, 0.008], [-0.029, -0.025, 0.005], [0.014, 0.000, 0.003], [0.003, 0.002, 0.001], [0.008, -0.003, 0.002], [0.010, 0.007, 0.009], [0.001, -0.005, -0.013], [0.002, 0.006, 0.002], [-0.002, 0.003, 0.003], [-0.003, 0.005, 0.003], [0.005, 0.001, -0.004], [0.003, 0.003, 0.004], [-0.003, 0.002, -0.004], [0.003, 0.003, -0.006], [0.004, 0.001, -0.001], [-0.002, 0.001, -0.003], [0.001, -0.004, -0.004], [0.010, 0.002, -0.004], [-0.002, 0.001, 0.002], [-0.005, -0.005, -0.001], [0.006, 0.005, -0.004], [0.005, 0.001, -0.001], [-0.016, -0.007, -0.004], [-0.025, 0.013, -0.021], [0.043, -0.008, 0.036], [-0.074, 0.019, -0.024], [0.025, 0.021, -0.036], [0.039, -0.006, 0.021], [0.003, -0.001, 0.007], [-0.002, 0.002, -0.003], [-0.017, -0.016, 0.008], [-0.006, 0.002, -0.004]], "lowdin_charge": [0.469, -0.529, -0.525, 0.804, -0.525, -0.513, 0.830, -0.521, -0.517, 0.805, -0.530, -0.522, 0.829, 0.087, 0.048, 0.088, 0.074, 0.082, 0.073, 0.061, 0.080, 0.027, 0.089, 0.089, 0.053, 0.082, 0.077, 0.066, 0.082, 1.252, -0.542, -0.143, -0.170, 0.043, -0.155, -0.137, -1.077, 0.854, -0.421, -0.104, -0.076, -0.096, -0.090, -0.153, -0.412, -0.105, -0.073, -0.092, -0.094, -0.114, 0.799, -0.383, -0.105, -0.074, -0.089, -0.090, -0.131, -0.399, -0.103, -0.088, -0.103, -0.109, -0.139, 0.088, 0.098, 0.101, 0.062, 0.075, 0.106, 0.103, 0.102, 0.095, 0.089, 0.105, 0.098, 0.097, 0.090, 0.093, 0.104, 0.100, 0.101, 0.073, 0.106, 0.102, 0.100, 0.105, 0.070, 0.767, -0.692, -0.109, -0.156, 0.019, -0.147, -0.107, 0.106, 0.080, 0.081, 0.101], "e_tot_ha": -6916.04039, "orbital_gap_ha": 0.2139, "e_above_lowest_ev": 0.000}

---

2.
{"formula": "H26O13", "method": "ωB97M-V/def2-TZVPD", "symbols": ["O", "H", "H", "O", "H", "H", "O", "H", "H", "O", "H", "H", "O", "H", "H", "O", "H", "H", "O", "H", "H", "O", "H", "H", "O", "H", "H", "O", "H", "H", "O", "H", "H", "O", "H", "H", "O", "H", "H"], "positions_angstrom": [[0.33122, 2.88872, -2.49992], [0.86352, 2.64117, -1.73759], [-0.48536, 3.17690, -2.08969], [-0.66035, -3.51892, -0.68053], [0.03128, -3.97367, -1.14843], [-0.42721, -2.64717, -0.40307], [-0.06937, 2.86905, 0.17850], [0.47109, 2.09714, 0.43903], [-0.51519, 3.14946, 0.97045], [1.72082, -2.74793, 1.95449], [2.18460, -2.94226, 1.14507], [0.89295, -3.12001, 2.23578], [-0.70809, 1.22607, 3.51018], [-0.07667, 1.71298, 4.02567], [-1.10892, 1.87411, 2.92723], [2.92189, -1.77604, -0.37724], [3.42755, -1.76612, -1.19326], [3.44367, -1.36932, 0.30825], [1.73249, 1.79443, 1.72664], [2.24565, 2.35032, 1.14435], [2.15774, 1.03433, 2.13490], [-1.89270, 0.49716, -2.39594], [-1.53110, 1.39130, -2.60555], [-2.72466, 0.82889, -2.81167], [-1.04041, -2.18909, -3.00175], [-1.89025, -2.02720, -2.62366], [-0.77373, -3.10198, -2.96933], [-3.55552, 1.23447, 2.55966], [-2.78042, 0.67456, 2.47679], [-3.85557, 1.45602, 1.66831], [0.20367, -0.23893, -4.44049], [-0.33061, -0.51395, -3.66915], [0.00156, 0.71223, -4.41019], [-1.76896, 0.02262, 0.18719], [-1.85148, 0.21991, -0.79109], [-0.79705, -0.03669, 0.35292], [2.43434, -0.45514, 3.35529], [2.23096, -1.36678, 3.13904], [1.54859, -0.06063, 3.40881]], "forces_ev_per_a": [[-0.078, -0.329, -0.622], [-0.073, 0.093, -0.077], [0.024, 0.350, 0.351], [-1.313, -1.416, 0.530], [0.712, 0.337, 0.063], [0.716, 0.768, -0.136], [0.225, -0.276, -0.760], [-0.531, 0.394, 0.403], [-0.128, 0.072, 0.445], [0.816, 1.377, 1.708], [-0.820, -0.702, -0.708], [-0.206, -0.828, -1.000], [-0.188, -0.613, -0.229], [0.410, 0.425, 0.383], [-0.157, 0.095, -0.038], [-0.578, -0.428, -0.185], [0.165, 0.072, 0.050], [0.439, 0.379, 0.188], [-1.241, 0.232, 0.134], [0.906, -0.278, 0.249], [1.006, -0.088, -0.374], [-1.274, 2.641, -1.754], [1.544, -0.816, 0.761], [-0.323, -1.639, 0.482], [0.993, 0.949, -1.052], [-0.679, -0.552, 0.558], [-0.564, -0.266, 0.313], [-0.305, 0.519, 0.129], [-0.037, -0.228, -0.382], [0.348, -0.350, 0.168], [-0.605, 1.011, 0.679], [0.399, -0.675, -0.558], [0.556, -0.238, -0.422], [1.099, -0.061, -0.372], [0.191, -0.223, 1.286], [-1.207, 0.120, -0.197], [-0.400, 1.065, 0.164], [0.065, -0.684, -0.493], [0.093, -0.210, 0.317]], "lowdin_charge": [-0.053, 0.022, 0.017, -0.037, 0.033, 0.012, -0.065, 0.011, 0.037, -0.042, 0.015, 0.057, -0.035, 0.035, 0.018, -0.039, 0.055, 0.038, -0.053, 0.055, 0.011, -0.054, 0.063, 0.110, -0.042, 0.032, 0.038, -0.063, -0.006, 0.034, -0.093, -0.024, 0.015, -0.096, -0.011, 0.043, -0.059, -0.002, 0.023], "e_tot_ha": -993.66417, "orbital_gap_ha": 0.3791, "e_above_lowest_ev": 2.968}

---

3.
{"formula": "C3H11O2S", "method": "ωB97M-V/def2-TZVPD", "symbols": ["C", "C", "C", "S", "H", "H", "H", "H", "H", "H", "H", "H", "H", "O", "H", "H", "O"], "positions_angstrom": [[-1.36434, -1.33202, 0.25275], [-2.32335, -0.33676, -0.46327], [-1.67387, 0.97152, -0.87433], [-0.31653, 0.65855, -2.10225], [-0.83503, -0.76708, 1.02249], [-2.00545, -2.09648, 0.70643], [-0.66906, -1.85822, -0.39483], [-3.15563, -0.26535, 0.25713], [-2.71271, -0.86745, -1.33475], [-2.39143, 1.69033, -1.27046], [-1.27515, 1.42307, 0.04795], [3.34065, 0.28477, 3.65321], [3.37843, -0.95786, 2.88816], [3.42400, -0.63574, 3.82573], [1.10096, 0.75587, 0.08400], [1.70245, -0.57013, 0.51787], [1.85321, 0.37630, 0.60439]], "forces_ev_per_a": [[-0.749, 0.360, -0.145], [0.146, -1.233, 0.246], [0.576, -0.292, 0.062], [-0.264, 0.328, 0.562], [0.177, -0.289, 0.151], [0.212, 0.007, 0.271], [0.151, 0.349, -0.197], [-0.055, 0.625, -0.236], [-0.113, 0.198, -0.187], [-0.176, -0.112, -0.100], [0.061, 0.070, -0.148], [-0.201, 1.449, 0.109], [-0.001, 0.076, 1.280], [0.142, -1.483, -1.453], [0.646, -0.369, -0.176], [-0.101, 0.061, -0.198], [-0.450, 0.253, 0.157]], "lowdin_charge": [-0.169, -0.397, -0.749, 0.139, 0.054, 0.050, 0.038, 0.084, 0.077, 0.023, 0.034, 0.005, 0.053, -0.074, -0.040, 0.007, -0.135], "e_tot_ha": -669.59788, "orbital_gap_ha": 0.2321, "e_above_lowest_ev": 0.627, "total_charge": -1}